(1)
The following is a quantum chemistry calculation of a structure of composition C17H15ClO4 in a non-equilibrium geometry, from the Open Molecules 2025 dataset.

Structure (ORCA input):
```
! RIJCOSX wB97M-V def2-TZVPD def2/J DEFGRID3
* xyz 0 1
Cl 5.486 -2.618 -0.921
O -1.488 0.586 0.458
O 1.883 1.801 0.826
O -2.349 -2.869 1.123
O -0.101 1.113 -1.256
C -2.691 -1.813 1.175
C -0.391 1.226 0.011
C -3.010 -1.034 2.540
C -4.486 -0.963 -2.058
C -4.078 -1.728 -1.101
C 4.856 0.045 -0.522
C -2.557 0.176 -0.504
C 3.879 1.006 0.055
C 4.288 2.387 -0.198
C -2.847 0.848 -1.697
C 0.556 1.315 1.048
C 2.608 0.625 0.263
C 2.133 -0.714 0.557
C -3.095 -1.073 -0.100
C 4.290 -1.435 -0.329
C 3.093 -1.859 0.082
C -3.886 0.187 -2.252
H 0.078 2.434 1.603
H -2.808 -1.708 3.314
H -4.075 -0.574 2.567
H -2.465 -0.102 2.270
H -4.078 0.821 -3.450
H 4.245 2.872 1.066
H 3.637 3.076 -0.669
H 5.743 0.339 -1.052
H -2.302 1.853 -1.872
H 1.250 -0.789 0.732
H 0.475 0.749 2.066
H 5.220 2.581 -0.356
H -4.605 -2.613 -0.721
H -5.146 -1.242 -2.755
H 2.738 -2.908 0.059
*
```

Computed properties:
DFT total energy ... -1417.56654 a.u.
Kohn-Sham gap ... 8.782 eV
Largest force on an atom ... 0.2905 Eh/bohr
Lowest unoccupied orbital energy ... 0.00196 Ha

Mulliken atomic charge list, values in e, 4 entries:
1 Cl -0.24
2 O -0.28
3 O -0.26
4 O -0.41

---

(2)
The following is a quantum chemistry calculation of a structure of composition C17H15N5OSZn, from the Open Molecules 2025 dataset.

Structure (ORCA input):
```
! RIJCOSX wB97M-V def2-TZVPD def2/J DEFGRID3
* xyz 0 1
Zn -0.423 0.674 -0.082
S -1.598 2.144 -1.381
O 1.960 -1.414 2.349
N -0.917 -1.322 0.351
N -1.369 1.418 -3.963
N 1.304 0.165 0.782
N -0.296 2.005 1.850
N -0.201 0.156 -2.324
C 0.132 -1.911 0.938
C 0.303 -0.651 -3.252
C 1.987 1.234 1.472
C -1.945 -2.068 -0.058
C -0.886 3.689 3.434
C -1.205 2.785 2.441
C 0.984 2.107 2.214
C 1.259 -1.002 1.428
C 1.386 2.991 3.209
C -1.973 -3.437 0.118
C -0.846 0.611 -4.880
C -1.027 1.153 -2.700
C 0.000 -0.445 -4.590
C -0.892 -4.048 0.739
C 0.443 3.788 3.826
C 0.172 -3.276 1.163
C 1.162 -1.775 -2.761
H -1.122 0.822 -5.909
H 2.430 3.037 3.490
H 0.736 4.478 4.606
H -2.760 -1.539 -0.536
H 1.972 -1.377 -2.148
H 2.724 0.851 2.181
H 0.576 -2.441 -2.124
H -2.225 2.677 2.092
H -0.886 -5.120 0.893
H 1.035 -3.687 1.668
H -1.656 4.298 3.885
H 1.578 -2.352 -3.585
H 0.401 -1.081 -5.366
H 2.511 1.870 0.751
H -2.826 -4.008 -0.223
*
```

Computed properties:
DFT total energy ... -3183.46914 a.u.
Kohn-Sham gap ... 8.365 eV
Largest force on an atom ... 0.0063 Eh/bohr
Lowest unoccupied orbital energy ... 0.00966 Ha

Mulliken atomic charge list, values in e, 4 entries:
1 Zn 0.01
2 S -0.50
3 O -0.76
4 N 0.11

---

(3)
The following is a quantum chemistry calculation of a structure of composition C17H15N7O8RhS, from the Open Molecules 2025 dataset.

Structure (ORCA input):
```
! RIJCOSX wB97M-V def2-TZVPD def2/J DEFGRID3
* xyz -1 1
Rh -0.117 1.617 -0.132
S -2.044 -3.611 -5.049
O 1.613 0.671 -0.104
O 2.505 -1.341 0.254
O -3.040 -2.630 -4.659
O -0.249 -1.353 -2.367
O -0.039 1.785 1.852
O -0.785 -3.477 -4.318
O -1.488 -3.010 -6.901
O -1.125 1.072 3.676
N -0.785 -1.055 -6.013
N -4.647 5.718 1.407
N -0.243 -1.674 -8.246
N -0.040 1.543 -2.203
N -1.818 2.710 -0.191
N -3.566 4.391 -0.387
N -0.933 -0.150 0.333
C 0.690 0.315 -7.283
C -0.013 0.008 -6.132
C 1.200 0.917 -4.135
C 0.492 -0.583 -8.331
C -1.737 0.178 1.553
C 0.028 0.766 -4.855
C -0.924 1.072 2.484
C -4.111 5.076 0.608
C -1.168 1.150 -4.257
C 1.124 1.269 -2.802
C -1.158 1.556 -2.947
C -1.373 -1.789 -1.651
C 0.199 -1.060 0.723
C -0.845 -1.913 -7.052
C -2.636 3.545 -0.214
C 1.565 -0.586 0.240
C -1.882 -0.735 -0.689
H 0.963 -0.402 -9.294
H -2.065 1.851 -2.441
H -2.628 0.718 1.237
H -2.693 -1.199 -0.121
H -0.234 -1.880 -3.190
H -2.305 0.111 -1.223
H -2.027 -0.748 2.051
H 2.155 0.642 -4.560
H 1.314 1.192 -7.378
H 0.014 -2.068 0.370
H 1.997 1.254 -2.166
H -2.102 1.052 -4.790
H 0.253 -1.084 1.812
H -2.214 -2.003 -2.321
H -1.158 -2.722 -1.115
*
```

Computed properties:
DFT total energy ... -2150.91132 a.u.
Kohn-Sham gap ... 6.824 eV
Largest force on an atom ... 0.0031 Eh/bohr
Lowest unoccupied orbital energy ... 0.01134 Ha

Mulliken atomic charge list, values in e, 4 entries:
1 Rh 0.30
2 S 0.61
3 O -0.58
4 O -0.70

---

(4)
The following is a quantum chemistry calculation of a structure of composition C17H16BCoF5N6S2Se in a non-equilibrium geometry, from the Open Molecules 2025 dataset.

Structure (ORCA input):
```
! RIJCOSX wB97M-V def2-TZVPD def2/J DEFGRID3
* xyz 1 5
Se -1.016 -1.739 -2.002
Co 0.384 -0.448 -0.624
S 0.609 -1.302 1.502
S 0.615 1.788 -1.379
F -4.721 -0.837 1.591
F -6.070 -0.806 -2.937
F -2.163 -1.323 0.799
F -6.674 -0.503 -0.297
F -3.492 -1.346 -3.683
N 2.250 -0.965 -1.318
N 3.129 -0.687 2.254
N -0.543 1.677 1.101
N 1.881 1.092 1.926
N -1.968 1.836 -0.582
N 3.198 -0.044 -1.516
C -3.815 -1.244 -2.396
C -0.656 1.723 -0.245
C 4.145 -1.968 -1.936
C -3.142 -1.242 -0.112
C -5.123 -0.959 -2.019
C -2.792 -1.368 -1.454
C -5.438 -0.814 -0.665
C 3.132 1.502 2.274
C -2.451 2.041 -1.921
C 1.896 -0.248 1.907
C -4.442 -0.978 0.297
C 3.518 -2.064 2.379
C 4.351 -0.605 -1.901
C 3.914 0.406 2.477
C 2.810 -2.143 -1.568
C -1.806 1.707 1.606
C -2.692 1.809 0.576
B 0.708 2.113 1.915
H 3.447 -2.395 3.416
H -2.212 1.183 -2.555
H 4.852 -2.726 -2.197
H 2.247 -3.052 -1.491
H 4.944 0.327 2.755
H 1.123 3.098 1.399
H -1.988 1.657 2.658
H 2.976 0.941 -1.455
H -3.527 2.192 -1.896
H 4.545 -2.182 2.045
H 0.364 2.252 3.041
H -3.760 1.867 0.585
H 3.364 2.543 2.363
H 5.214 -0.011 -2.126
H 2.857 -2.677 1.767
H -1.980 2.922 -2.361
*
```

Computed properties:
DFT total energy ... -6090.53683 a.u.
Kohn-Sham gap (spin up / spin down) ... 8.737 / 4.893 eV
<S²> ... 6.0289
Largest force on an atom ... 0.0260 Eh/bohr
Lowest unoccupied orbital energy (spin up / spin down) ... -0.08572 / -0.22978 Ha

Mulliken atomic charge list, values in e, 4 entries:
1 Se 0.01
2 Co 0.29
3 S -0.60
4 S -0.49

---

(5)
The following is a quantum chemistry calculation of a structure of composition C17H16BrI2N2O2Os in a non-equilibrium geometry, from the Open Molecules 2025 dataset.

Structure (ORCA input):
```
! RIJCOSX wB97M-V def2-TZVPD def2/J DEFGRID3
* xyz 3 5
Os 0.942 -1.481 -0.231
I 0.959 -4.167 -0.766
I -1.444 -1.875 0.713
Br 1.909 -1.663 1.899
O 1.568 -0.989 -1.953
O 4.111 0.192 -0.981
N 1.320 1.188 -1.092
N 0.465 0.441 -0.253
C -0.549 0.990 0.369
C 1.586 0.387 -2.306
C -3.461 0.417 2.766
C -5.595 0.858 3.817
C 5.425 1.564 -4.041
C 2.972 1.261 -4.181
C 2.915 0.780 -2.913
C -4.434 -1.231 4.238
C -0.852 -4.352 0.267
C -3.408 -0.840 3.415
C 4.211 1.657 -4.765
C 4.160 0.679 -2.188
C -4.554 1.273 3.016
C -1.476 0.292 1.156
C 5.405 1.082 -2.771
C -2.459 0.906 1.891
C -5.536 -0.392 4.423
H -6.442 1.507 3.988
H 4.981 0.171 -0.546
H 6.356 1.871 -4.500
H 0.910 2.089 -1.318
H -2.467 1.990 1.758
H 4.219 2.036 -5.779
H -4.582 2.252 2.554
H -0.693 2.065 0.262
H 6.316 0.990 -2.188
H -2.524 -1.457 3.347
H -0.740 -4.794 1.250
H -6.343 -0.710 5.070
H -4.382 -2.173 4.767
H 2.068 1.351 -4.771
H 0.815 0.532 -3.069
H -1.674 -4.695 -0.353
*
```

Computed properties:
DFT total energy ... -4176.26190 a.u.
Kohn-Sham gap (spin up / spin down) ... 6.128 / 4.885 eV
<S²> ... 6.0686
Largest force on an atom ... 0.0265 Eh/bohr
Lowest unoccupied orbital energy (spin up / spin down) ... -0.39212 / -0.43888 Ha

Mulliken atomic charge list, values in e, 4 entries:
1 Os 1.20
2 I 0.37
3 I 0.32
4 Br -0.16

---

(6)
The following is a quantum chemistry calculation of a structure of composition C17H16Cl2F5FeN3O3SSe, from the Open Molecules 2025 dataset.

Structure (ORCA input):
```
! RIJCOSX wB97M-V def2-TZVPD def2/J DEFGRID3
* xyz 0 5
Se -2.612 0.552 1.797
Fe -2.020 -0.020 -0.540
Cl -3.577 1.472 -1.841
Cl -5.499 -0.087 -0.269
S 2.612 2.659 -2.170
F 1.718 -0.748 4.469
F 1.655 3.521 2.506
F -0.713 -1.264 3.468
F 2.918 1.640 4.004
F -0.785 3.043 1.510
O 3.153 2.186 -3.413
O -0.448 0.949 -1.095
O 2.892 4.001 -1.757
N -1.630 -1.033 -2.582
N -2.353 -2.194 -0.004
N 0.997 2.362 -2.125
C -5.008 1.530 -0.782
C 1.888 0.852 -0.527
C 1.699 1.404 3.519
C -1.338 -3.210 -0.341
C 3.050 1.502 -0.891
C 1.054 2.358 2.753
C -0.859 0.887 2.479
C -1.167 -3.349 -1.846
C 1.081 0.191 3.760
C 0.722 1.415 -1.281
C -0.207 2.092 2.247
C 1.907 -0.160 0.414
C -0.177 -0.053 3.238
C 4.289 0.187 0.637
C 3.126 -0.491 0.994
C -0.617 -2.102 -2.525
C 4.267 1.197 -0.320
H -2.470 -2.120 1.005
H -3.256 -2.473 -0.380
H -0.393 -2.891 0.106
H -2.433 -1.338 -3.125
H -4.737 2.109 0.094
H 0.988 -0.657 0.700
H -0.246 -2.353 -3.522
H 5.224 -0.074 1.115
H 5.167 1.725 -0.601
H -1.593 -4.178 0.097
H 0.230 -1.714 -1.953
H -5.815 1.971 -1.354
H -1.238 -0.227 -3.062
H -2.129 -3.618 -2.300
H 3.176 -1.273 1.740
H -0.490 -4.182 -2.042
*
```

Computed properties:
DFT total energy ... -6530.46415 a.u.
Kohn-Sham gap (spin up / spin down) ... 7.998 / 8.173 eV
<S²> ... 6.0099
Largest force on an atom ... 0.0173 Eh/bohr
Lowest unoccupied orbital energy (spin up / spin down) ... -0.00606 / -0.00723 Ha

Mulliken atomic charge list, values in e, 4 entries:
1 Se -0.36
2 Fe 0.58
3 Cl -0.03
4 Cl -0.13

---

(7)
The following is a quantum chemistry calculation of a structure of composition C17H16ClIN4O7V, from the Open Molecules 2025 dataset.

Structure (ORCA input):
```
! RIJCOSX wB97M-V def2-TZVPD def2/J DEFGRID3
* xyz 0 2
I 2.075 4.992 -0.650
V -0.155 0.382 -0.179
Cl -3.313 6.445 0.502
O 0.558 2.143 -0.470
O -0.859 -1.462 -0.599
O 1.011 1.969 2.625
O 3.178 0.139 -1.204
O 1.553 -2.285 0.855
O 0.031 -2.631 -2.334
O 1.172 -0.811 -1.389
N -0.288 0.170 1.969
N -1.891 1.495 0.094
N -0.820 -0.644 4.005
N -1.678 -1.717 2.099
C 0.100 4.480 -0.266
C -1.619 -1.333 4.989
C 0.216 -2.029 -1.123
C 0.988 -2.987 -0.224
C -4.176 2.045 0.527
C -3.136 1.124 0.328
C -0.944 -0.760 2.666
C -0.090 0.572 4.286
C -2.160 5.170 0.231
C -1.616 2.831 0.043
C 2.665 -1.531 0.422
C -0.855 5.482 -0.034
C -3.911 3.387 0.514
C 0.314 1.022 2.880
C -2.589 3.823 0.277
C 2.387 -0.649 -0.784
C -0.246 3.141 -0.234
H -1.517 -1.868 1.098
H -2.047 -2.464 2.660
H 0.787 0.399 4.909
H -1.125 -1.256 5.955
H -2.625 -0.911 5.076
H -4.692 4.116 0.676
H 0.286 -3.717 0.175
H 2.976 -0.884 1.239
H -0.681 -2.160 -2.784
H -0.554 6.520 -0.062
H -5.178 1.677 0.703
H -1.697 -2.393 4.749
H 1.751 -3.509 -0.812
H 3.503 -2.190 0.161
H -0.720 1.333 4.754
H -3.325 0.058 0.365
*
```

Computed properties:
DFT total energy ... -3105.12123 a.u.
Kohn-Sham gap (spin up / spin down) ... 6.681 / 5.905 eV
<S²> ... 0.7701
Largest force on an atom ... 0.0086 Eh/bohr
Lowest unoccupied orbital energy (spin up / spin down) ... 0.00118 / 0.00144 Ha

Mulliken atomic charge list, values in e, 4 entries:
1 I 0.05
2 V 0.66
3 Cl -0.28
4 O -0.66

---

(8)
The following is a quantum chemistry calculation of a structure of composition C17H16ClMgN3O9P2 in a non-equilibrium geometry, from the Open Molecules 2025 dataset.

Structure (ORCA input):
```
! RIJCOSX wB97M-V def2-TZVPD def2/J DEFGRID3
* xyz -2 1
Cl 4.756 13.471 7.530
P 8.989 12.775 11.591
P 6.303 13.755 12.570
Mg 7.019 10.964 13.288
O 8.636 12.148 10.072
O 7.810 13.784 11.901
O 7.821 11.283 17.105
O 4.966 9.527 14.158
O 5.372 14.556 11.566
O 8.772 11.496 12.401
O 5.866 12.295 12.394
O 6.349 14.395 13.950
O 10.268 13.486 11.696
N 6.674 10.414 15.391
N 4.503 5.492 10.200
N 7.139 8.991 12.289
C 6.270 7.130 11.034
C 8.342 8.724 11.782
C 5.752 9.594 7.908
C 5.604 11.010 8.196
C 6.134 8.105 12.058
C 5.448 9.114 6.639
C 8.634 7.623 10.984
C 4.772 11.296 5.944
C 7.578 6.825 10.599
C 5.223 6.261 10.681
C 6.803 10.783 16.709
C 5.061 9.960 5.568
C 5.442 9.824 15.258
C 5.595 10.384 17.605
C 4.694 9.671 16.583
C 6.064 11.438 9.353
C 4.987 11.856 7.169
H 9.128 9.407 12.139
H 8.475 12.768 9.347
H 4.962 9.525 4.573
H 5.178 15.458 11.787
H 5.189 8.229 12.514
H 4.522 8.634 16.891
H 9.646 7.382 10.639
H 4.372 12.006 5.224
H 6.030 12.520 9.581
H 5.836 9.805 18.545
H 5.555 8.005 6.471
H 3.673 9.999 16.516
H 5.078 11.286 18.012
H 6.037 8.945 8.715
H 6.367 10.824 10.184
H 7.707 5.927 9.976
*
```

Computed properties:
DFT total energy ... -2842.29628 a.u.
Kohn-Sham gap ... 3.594 eV
Largest force on an atom ... 0.0703 Eh/bohr
Lowest unoccupied orbital energy ... 0.14989 Ha

Mulliken atomic charge list, values in e, 4 entries:
1 Cl -0.32
2 P 0.64
3 P 0.76
4 Mg 1.28